No. 1
{
  "formula": "C5H12N2",
  "method": "wB97M-V/def2-TZVPD",
  "elements": ["C", "C", "C", "C", "C", "N", "N", "H", "H", "H", "H", "H", "H", "H", "H", "H", "H", "H", "H"],
  "xyz": [[1.9988, 0.5283, 0.5873], [-2.0888, 0.0230, -0.1247], [3.3219, 1.1287, 0.0864], [-2.7949, 1.0657, -1.0234], [1.2730, -1.9140, 0.5119], [-2.5467, -1.0387, 0.3171], [1.4926, -0.6487, 0.4157], [1.3569, 1.1855, 1.0633], [3.5510, 0.9212, -0.9391], [3.4305, 2.1828, 0.2842], [4.0419, 0.4150, 0.5232], [-2.9612, 1.7803, -0.2173], [-2.0550, 1.3825, -1.7953], [-3.7714, 0.7723, -1.4625], [-1.1683, 0.5445, 0.1683], [1.6412, -2.5437, 1.2988], [0.8208, -2.4986, -0.3033], [-3.4521, -1.4257, -0.0866], [-2.0902, -1.8602, 0.6959]],
  "lowdin_charge": [0.010, -0.101, 0.038, 0.017, 0.171, 0.235, 0.098, 0.120, 0.100, 0.102, 0.123, 0.111, 0.120, 0.113, 0.132, 0.121, 0.125, 0.209, 0.158],
  "e_lumo_ev": -8.4714,
  "de_lowest_ev": 2.228,
  "max_force_ev_per_a": 5.27,
  "charge": 2
}

---

No. 2
{
  "formula": "C5H12N2",
  "method": "wB97M-V/def2-TZVPD",
  "elements": ["C", "C", "C", "C", "C", "N", "N", "H", "H", "H", "H", "H", "H", "H", "H", "H", "H", "H", "H"],
  "xyz": [[-0.2253, -0.2769, 1.3998], [1.4258, 0.0661, -0.7982], [-1.2725, -0.2958, 2.3438], [1.4679, 1.2487, -1.5962], [-1.5205, 0.1780, -0.6558], [2.2185, -0.9087, -0.5991], [-0.3655, -0.0812, 0.1815], [0.7635, -0.2729, 1.6847], [-1.7417, 0.7341, 2.4690], [-2.0384, -1.0604, 1.9372], [-0.7999, -0.5579, 3.2781], [1.6293, 2.1676, -0.9161], [2.4501, 1.1129, -2.1478], [0.4438, 1.3824, -2.0156], [-1.3151, 1.2542, -1.0438], [-2.6120, 0.2409, -0.3231], [-1.3961, -0.5229, -1.5436], [3.0771, -1.0985, -1.1059], [1.9032, -1.6398, 0.0344]],
  "lowdin_charge": [-0.156, -0.012, 0.009, 0.034, -0.012, 0.310, 0.033, 0.126, 0.160, 0.161, 0.107, 0.181, 0.160, 0.116, 0.128, 0.153, 0.135, 0.194, 0.174],
  "e_lumo_ev": -10.3076,
  "de_lowest_ev": 4.009,
  "max_force_ev_per_a": 4.24,
  "charge": 2
}

---

No. 3
{
  "formula": "C5H12N2O",
  "method": "wB97M-V/def2-TZVPD",
  "elements": ["C", "C", "N", "C", "C", "C", "N", "O", "H", "H", "H", "H", "H", "H", "H", "H", "H", "H", "H", "H"],
  "xyz": [[-0.5338, 1.5376, -2.1497], [0.3513, 0.6957, -1.2200], [0.5708, 0.7539, 0.1247], [-0.2873, 1.7951, 0.9520], [0.8629, -0.5236, 0.7463], [0.0455, -1.8019, 0.2529], [0.0926, -2.5199, 1.5341], [0.9414, -0.1137, -1.9053], [-1.1975, 0.8198, -2.8209], [-1.4726, 2.0007, -1.5017], [-0.0024, 2.2318, -2.6956], [-1.2452, 1.4177, 1.0914], [-0.3130, 2.6735, 0.4663], [0.2292, 2.1629, 1.9136], [2.0672, -0.5794, 0.6381], [0.5708, -0.4787, 1.8476], [-1.0616, -1.6178, -0.0105], [0.4128, -2.3481, -0.5419], [-0.8389, -2.9459, 1.6595], [0.8078, -3.1598, 1.6190]],
  "lowdin_charge": [-0.012, -0.548, -0.091, 0.001, -0.174, -0.220, -0.040, 0.027, 0.120, 0.111, 0.033, 0.057, 0.018, 0.115, 0.164, 0.116, 0.142, 0.067, 0.079, 0.034],
  "smiles": "CC(=O)N(C)CCN",
  "e_lumo_ev": 0.9183,
  "de_lowest_ev": 3.588,
  "max_force_ev_per_a": 7.13,
  "charge": 0
}

---

No. 4
{
  "formula": "C5H12N2O",
  "method": "wB97M-V/def2-TZVPD",
  "elements": ["O", "C", "N", "C", "C", "C", "C", "N", "H", "H", "H", "H", "H", "H", "H", "H", "H", "H", "H", "H"],
  "xyz": [[2.0111, -0.0876, 0.1371], [0.8090, -0.1978, -0.0181], [0.1573, 0.5439, -0.9829], [0.7963, 1.6847, -1.5610], [-0.9391, 0.0140, -1.7294], [-0.1073, -0.9281, 0.9220], [-0.5144, 0.1379, 2.0287], [0.4445, -2.1365, 1.4874], [0.9452, 2.5086, -0.8600], [1.8271, 1.5788, -1.9497], [0.3310, 2.0910, -2.4568], [-1.9157, 0.5205, -1.6806], [-1.1162, -1.0582, -1.6936], [-0.7855, 0.1203, -2.8204], [-1.0117, -1.1950, 0.3868], [-1.6004, 0.2184, 1.9917], [-0.1962, -0.2827, 2.9737], [-0.0990, 1.1238, 1.8426], [-0.2833, -2.6770, 1.9062], [1.2475, -1.9789, 2.0762]],
  "lowdin_charge": [0.082, -0.449, -0.147, -0.073, -0.091, -0.358, -0.015, 0.047, 0.090, 0.094, 0.083, 0.092, 0.089, 0.090, 0.112, 0.069, 0.068, 0.072, 0.067, 0.078],
  "smiles": "C[C@H](N)C(=O)N(C)C",
  "e_lumo_ev": 0.8236,
  "de_lowest_ev": 1.742,
  "max_force_ev_per_a": 2.63,
  "charge": 0
}

---

No. 5
{
  "formula": "C5H12N2O",
  "method": "wB97M-V/def2-TZVPD",
  "elements": ["C", "N", "C", "C", "C", "N", "C", "O", "H", "H", "H", "H", "H", "H", "H", "H", "H", "H", "H", "H"],
  "xyz": [[-1.0400, -0.7436, 1.1217], [-0.5998, 0.5586, 0.9557], [-1.3689, 1.5502, 1.6719], [0.7847, 0.9380, 0.6531], [1.4242, 0.4503, -0.7173], [1.0144, -0.7445, -1.3873], [0.2172, -0.6924, -2.6074], [-0.4752, -1.7744, 0.8557], [-2.1128, -0.6605, 1.3599], [-1.2557, 2.5520, 1.2812], [-2.4331, 1.4167, 1.5009], [-1.2104, 1.5725, 2.7286], [0.7950, 2.0049, 0.4954], [1.4779, 0.6360, 1.4382], [1.3671, 1.2749, -1.4237], [2.4677, 0.2808, -0.4323], [0.7241, -1.5063, -0.8007], [0.8995, -0.9523, -3.4201], [-0.6969, -1.2894, -2.6603], [-0.1117, 0.3260, -2.8463]],
  "lowdin_charge": [-0.314, -0.134, -0.083, -0.121, -0.206, -0.128, -0.128, 0.034, 0.131, 0.085, 0.082, 0.083, 0.100, 0.116, 0.104, 0.101, 0.070, 0.064, 0.074, 0.068],
  "smiles": "CNCCN(C)C=O",
  "e_lumo_ev": 0.8002,
  "de_lowest_ev": 2.226,
  "max_force_ev_per_a": 1.87,
  "charge": 0
}

---

No. 6
{
  "formula": "C5H12N2O",
  "method": "wB97M-V/def2-TZVPD",
  "elements": ["C", "C", "C", "C", "N", "C", "O", "N", "H", "H", "H", "H", "H", "H", "H", "H", "H", "H", "H", "H"],
  "xyz": [[0.4296, 0.4834, 0.7831], [0.3424, 1.9801, 0.4799], [1.4823, -1.4810, -0.4886], [-2.0655, -0.0788, -0.9123], [0.5944, -0.3215, -0.5512], [-1.2488, -0.7390, 0.1782], [1.5139, 0.3108, 1.6573], [-0.7174, -0.1946, 1.2712], [1.2092, -0.3648, 2.2805], [0.8540, 0.2760, -1.3358], [-1.5728, -1.7842, 0.3016], [-0.3777, 2.1906, -0.3075], [0.0187, 2.4845, 1.3886], [1.3201, 2.3677, 0.1900], [2.5100, -1.2033, -0.2437], [1.1134, -2.1539, 0.2848], [1.4680, -1.9931, -1.4511], [-1.6648, 0.8890, -1.2050], [-2.1289, -0.7230, -1.7925], [-3.0799, 0.0551, -0.5275]],
  "lowdin_charge": [-0.627, -0.007, -0.094, -0.069, -0.037, -0.228, -0.003, 0.045, 0.100, 0.125, 0.110, 0.060, 0.088, 0.081, 0.079, 0.084, 0.083, 0.051, 0.075, 0.083],
  "smiles": "C/C=N\\[C@@](C)(O)NC",
  "e_lumo_ev": 0.8921,
  "de_lowest_ev": 3.648,
  "max_force_ev_per_a": 1.82,
  "charge": 0
}

---

Number 1: HOMO level -20.056 eV, gap between HOMO and LUMO 11.59 eV. Number 2: HOMO level -20.418 eV, gap between HOMO and LUMO 10.11 eV. Number 3: HOMO level -8.798 eV, gap between HOMO and LUMO 9.72 eV. Number 4: HOMO level -9.071 eV, gap between HOMO and LUMO 9.89 eV. Number 5: HOMO level -7.955 eV, gap between HOMO and LUMO 8.76 eV. Number 6: HOMO level -7.958 eV, gap between HOMO and LUMO 8.85 eV.